Entry 1:
C4H19NO6 | ωB97M-V/def2-TZVPD

Values from the calculation:
SMILES: CC[C@H](N)C=O.O.O.O.O.O
total charge: 0
LUMO: 0.40 eV
multiplicity: 1
Kohn-Sham gap: 10.330 eV
DFT total energy: -670.0252 Ha
energy above the lowest of the compared OMol25 structures with the same formula, charge and spin: 2.25 kcal/mol

Positions of all 30 atoms, in Å:
C (-1.1580, 1.2169, 2.0630)
C (-0.0294, 0.3961, 1.4392)
C (1.3491, 0.8647, 1.8808)
N (1.7400, 2.1950, 1.4282)
C (2.4476, -0.0940, 1.4323)
O (2.2523, -1.2288, 1.0842)
H (-1.1341, 1.1413, 3.1515)
H (-1.1269, 2.2718, 1.7847)
H (-2.1198, 0.8331, 1.7195)
H (-0.1869, -0.6499, 1.7067)
H (-0.1045, 0.4448, 0.3480)
H (1.4163, 0.8531, 2.9749)
H (1.2952, 2.9263, 1.9650)
H (1.4952, 2.3470, 0.4573)
H (3.4624, 0.3404, 1.4457)
O (1.1974, -1.6790, -2.8979)
H (0.8614, -0.7548, -2.9259)
H (0.8964, -2.1023, -3.7041)
O (0.1281, 0.8354, -2.9050)
H (0.4884, 1.3459, -2.1759)
H (-0.8331, 0.7321, -2.6863)
O (-2.3913, 0.3818, -1.9942)
H (-2.3116, -0.3687, -1.3547)
H (-2.9949, 1.0057, -1.5879)
O (0.2395, -2.5584, -0.4767)
H (0.6347, -2.3102, -1.3516)
H (0.8656, -2.2030, 0.1605)
O (-2.2791, -1.6980, -0.2595)
H (-2.7723, -2.5097, -0.4557)
H (-1.3277, -1.9745, -0.2662)

=====

Entry 2:
C4H19NO9 | ωB97M-V/def2-TZVPD

Values from the calculation:
SMILES: O=CNC(=O)CCO.O.O.O.O.O.O
total charge: 0
LUMO: 0.18 eV
multiplicity: 1
Kohn-Sham gap: 10.586 eV
DFT total energy: -895.7238 Ha
energy above the lowest of the compared OMol25 structures with the same formula, charge and spin: 22.92 kcal/mol

Positions of all 33 atoms, in Å:
O (-1.1536, 0.2708, 3.2369)
C (-0.9755, -0.4445, 2.2636)
N (-0.2918, -1.6429, 2.5505)
C (0.1100, -2.4841, 1.4722)
O (0.8005, -3.4388, 1.7283)
C (-0.2618, -2.1630, 0.0084)
C (0.8160, -1.2111, -0.5098)
O (0.5192, 0.1231, -0.1394)
H (-1.1894, -0.0455, 1.2745)
H (0.1332, -1.7810, 3.4528)
H (-1.2175, -1.6444, -0.1559)
H (-0.4877, -3.0679, -0.5538)
H (1.7971, -1.3530, -0.0195)
H (1.1018, -1.2345, -1.5697)
H (-0.1325, 0.5620, -0.7051)
O (-0.2217, 2.2818, 1.9975)
H (-0.6860, 1.8165, 2.6971)
H (0.4476, 1.7842, 1.5164)
O (-0.8568, 3.5062, -0.1743)
H (-0.5303, 3.1950, 0.7105)
H (-1.7605, 3.8126, -0.2357)
O (3.2770, -3.0455, -0.1224)
H (2.8591, -3.6525, 0.5112)
H (3.7742, -2.4755, 0.4722)
O (0.9562, 3.3434, -2.2385)
H (0.2208, 3.7443, -1.7209)
H (1.5393, 3.3315, -1.4655)
O (-1.8930, -1.5455, -2.6232)
H (-2.4955, -0.8612, -2.3216)
H (-1.0364, -1.1152, -2.6471)
O (-1.1464, 1.4240, -2.1905)
H (-1.6271, 2.1977, -1.8433)
H (-0.3882, 1.8131, -2.6561)

=====

Entry 3:
C4H20N2O4 | ωB97M-V/def2-TZVPD

Values from the calculation:
SMILES: CNCCCN.O.O.O.O
total charge: 0
LUMO: 0.47 eV
multiplicity: 1
Kohn-Sham gap: 8.867 eV
DFT total energy: -574.8232 Ha
energy above the lowest of the compared OMol25 structures with the same formula, charge and spin: 36.18 kcal/mol

Positions of all 30 atoms, in Å:
C (1.2802, 2.0150, -0.1777)
N (0.0725, 2.0244, -0.9043)
C (-1.2129, 1.8403, -0.2799)
C (-1.9081, 0.5445, -0.6736)
C (-0.9553, -0.6580, -0.6207)
N (-1.7301, -1.9124, -0.5694)
H (1.7458, 1.0321, 0.0051)
H (2.0597, 2.6098, -0.6582)
H (1.2538, 2.4427, 0.8253)
H (0.1260, 2.0291, -1.9048)
H (-1.8423, 2.7002, -0.5423)
H (-1.1061, 1.9539, 0.8011)
H (-2.2990, 0.6934, -1.6861)
H (-2.7919, 0.2594, -0.0919)
H (-0.1448, -0.5817, 0.0945)
H (-0.4131, -0.6569, -1.5794)
H (-2.3502, -1.9359, -1.3619)
H (-1.0832, -2.6701, -0.7583)
O (1.5928, -1.6422, 1.0197)
H (2.5509, -1.6085, 1.1415)
H (1.3295, -1.9717, 1.8916)
O (2.1667, -1.2774, -1.9343)
H (2.0349, -0.9276, -2.8227)
H (1.9490, -0.5373, -1.3569)
O (-1.5206, -2.2535, 1.9448)
H (-1.9911, -1.4423, 2.1729)
H (-1.8396, -2.3413, 1.0306)
O (1.3918, 0.8559, 2.5888)
H (2.3333, 1.0441, 2.6467)
H (1.3016, 0.3719, 1.7597)

=====

Entry 4:
C4H20N2O6 | ωB97M-V/def2-TZVPD

Values from the calculation:
SMILES: CN(C)CC(N)=O.O.O.O.O.O
total charge: 0
LUMO: 0.51 eV
multiplicity: 1
Kohn-Sham gap: 9.594 eV
DFT total energy: -725.3406 Ha
energy above the lowest of the compared OMol25 structures with the same formula, charge and spin: 51.55 kcal/mol

Positions of all 32 atoms, in Å:
C (-2.0141, 0.4831, 2.0327)
N (-1.2873, -0.2167, 0.9654)
C (-1.6654, 0.2621, -0.3665)
C (0.1639, -0.0102, 1.0365)
C (0.9413, -1.2957, 1.2108)
N (0.5526, -2.3824, 0.5284)
O (1.9926, -1.2806, 1.8560)
H (-1.3081, 0.8608, 2.7736)
H (-2.7359, 1.1740, 1.5949)
H (-2.6052, -0.2067, 2.6550)
H (-2.7592, 0.1220, -0.4738)
H (-1.0797, -0.1875, -1.1553)
H (-1.7579, 1.3433, -0.5154)
H (0.5309, 0.7062, 1.7869)
H (0.6327, 0.5986, 0.2559)
H (0.9410, -3.3078, 0.5354)
H (-0.2935, -2.3554, -0.0247)
O (-0.2276, 2.0852, -2.0949)
H (-0.0325, 2.5580, -2.9090)
H (0.4940, 2.3265, -1.4756)
O (-0.6103, -0.6485, -4.0745)
H (-0.8356, -1.4397, -3.5849)
H (-0.6378, 0.1366, -3.5195)
O (3.0255, 1.2326, 1.2135)
H (3.1192, 0.2673, 1.3574)
H (2.9060, 1.5141, 2.1288)
O (-2.6047, -2.6257, -0.3145)
H (-2.6700, -1.9056, 0.3242)
H (-3.4948, -2.8485, -0.5968)
O (1.8581, 3.0827, -0.5142)
H (2.3466, 2.3748, -0.0394)
H (2.5757, 3.6202, -0.8630)

=====

Entry 5:
C4H20NO6S | ωB97M-V/def2-TZVPD

Values from the calculation:
total charge: -1
LUMO: 3.22 eV
multiplicity: 1
Kohn-Sham gap: 7.115 eV
DFT total energy: -1068.8087 Ha
energy above the lowest of the compared OMol25 structures with the same formula, charge and spin: 24.02 kcal/mol

Positions of all 32 atoms, in Å:
C (-0.6230, -1.0746, -1.7235)
N (-0.3214, 0.2187, -0.9978)
C (-1.2483, 1.2737, -1.4479)
O (-1.9176, 1.8969, -0.4229)
C (0.7227, -1.8168, -1.7662)
C (1.6780, -1.5458, -0.6315)
S (1.2948, -2.3777, 0.9705)
H (-1.5102, -1.5905, -1.4015)
H (-0.9056, -0.9572, -2.7676)
H (-0.4520, 0.0738, 0.0025)
H (-0.6195, 2.0028, -2.0635)
H (-1.9789, 1.0152, -2.2149)
H (1.2264, -1.5901, -2.7259)
H (0.6483, -2.8942, -1.8263)
H (1.9834, -0.5221, -0.4306)
H (2.6291, -2.0517, -0.9455)
H (0.2241, -1.2837, 2.0617)
H (1.4222, 2.7925, -0.7313)
H (1.3893, 1.2789, -0.7493)
O (2.0105, 2.0310, -0.7577)
H (-0.1128, -0.3285, 3.2867)
H (-1.3906, 1.1459, 2.4126)
O (-0.4869, -0.5887, 2.4194)
H (-1.6696, 1.8840, 0.5099)
H (-0.2720, 1.9820, 2.0912)
O (-1.1930, 2.1108, 2.3927)
H (1.9171, 0.1103, 1.5041)
H (2.7773, 1.0488, 0.6522)
O (2.3908, 0.9599, 1.5384)
H (-2.5864, -0.7202, 0.5208)
H (-2.1947, -1.2013, 1.9853)
O (-2.8316, -1.2822, 1.2556)

=====

Entry 6:
C4H20O6 | ωB97M-V/def2-TZVPD

Values from the calculation:
SMILES: CO.CO.CO.CO.O.O
total charge: 0
LUMO: 0.14 eV
multiplicity: 1
Kohn-Sham gap: 9.261 eV
DFT total energy: -615.7593 Ha
energy above the lowest of the compared OMol25 structures with the same formula, charge and spin: 36.56 kcal/mol

Positions of all 30 atoms, in Å:
C (-14.1912, -25.1165, -2.2252)
O (-13.8963, -26.4751, -2.4246)
H (-14.9626, -24.7656, -2.9239)
H (-14.5839, -24.9999, -1.2179)
H (-13.3589, -24.4184, -2.3625)
H (-13.8584, -26.6591, -3.3732)
C (-16.6074, -28.8564, -0.9090)
O (-17.4535, -29.0239, -2.0312)
H (-16.2119, -27.8428, -0.8518)
H (-17.1537, -29.2487, -0.0507)
H (-15.7467, -29.5412, -0.9833)
H (-17.1895, -28.4495, -2.7710)
C (-14.3908, -26.5405, -6.3445)
O (-13.8761, -27.2744, -5.2324)
H (-15.1367, -27.1108, -6.9032)
H (-14.7902, -25.6042, -5.9629)
H (-13.6249, -26.2910, -7.0861)
H (-13.6972, -28.1769, -5.5185)
C (-18.3667, -24.4504, -3.2397)
O (-18.1251, -23.0713, -3.0457)
H (-17.9331, -25.0762, -2.4514)
H (-19.4334, -24.6464, -3.1422)
H (-18.0050, -24.8680, -4.1806)
H (-17.1687, -22.9667, -3.0658)
O (-16.5590, -27.4658, -4.1608)
H (-15.6533, -27.2691, -4.4649)
H (-17.1238, -27.3208, -4.9361)
O (-18.4536, -26.8397, -6.3186)
H (-19.2346, -27.1422, -5.8363)
H (-18.7972, -26.4845, -7.1456)

=====

Entry 7:
C4H20O6S | ωB97M-V/def2-TZVPD

Values from the calculation:
SMILES: OCCCCS.O.O.O.O.O
total charge: 0
LUMO: 0.40 eV
multiplicity: 1
Kohn-Sham gap: 9.445 eV
DFT total energy: -1014.0141 Ha
energy above the lowest of the compared OMol25 structures with the same formula, charge and spin: 0.32 kcal/mol

Positions of all 31 atoms, in Å:
O (-0.4286, 2.8133, 0.2210)
C (0.9213, 2.9670, -0.2386)
C (1.3700, 1.7782, -1.0843)
C (1.2469, 0.3971, -0.4176)
C (1.9647, 0.3186, 0.9412)
S (3.4309, -0.7518, 0.7586)
H (-0.3717, 2.2010, 0.9624)
H (0.9233, 3.8963, -0.8022)
H (1.6561, 3.0766, 0.5601)
H (2.4699, 1.8874, -1.1113)
H (1.0723, 1.7845, -2.1286)
H (1.5605, -0.4353, -1.0442)
H (0.1851, 0.1687, -0.2934)
H (2.2426, 1.2969, 1.2943)
H (1.3270, -0.1195, 1.7034)
H (3.6274, -1.0424, 2.0395)
O (-1.5564, -3.6479, 1.7197)
H (-0.6198, -3.6777, 1.9260)
H (-1.6663, -3.3985, 0.7928)
O (-1.8615, -0.8366, 2.1748)
H (-2.6920, -0.5761, 2.5849)
H (-1.8899, -1.8164, 2.2101)
O (-1.3149, -2.0603, -0.5805)
H (-1.8374, -1.9681, -1.3853)
H (-0.4395, -2.1567, -0.9822)
O (-0.3097, -0.6910, -2.7701)
H (-0.8911, -0.2195, -2.1496)
H (-0.5761, -0.3724, -3.6373)
O (-2.5218, 0.2549, -0.8024)
H (-2.9061, 1.0667, -0.4516)
H (-2.1154, -0.1370, -0.0093)

=====

Entry 8:
C4H20O8Sr | ωB97M-V/def2-TZVPD

Values from the calculation:
total charge: +2
LUMO: -5.98 eV
multiplicity: 1
Kohn-Sham gap: 10.798 eV
DFT total energy: -796.5886 Ha
energy above the lowest of the compared OMol25 structures with the same formula, charge and spin: 31.88 kcal/mol

Positions of all 33 atoms, in Å:
Sr (0.1122, -0.4019, 1.0101)
O (1.8924, 0.9645, 2.5193)
H (1.9708, 1.0143, 3.4720)
H (2.6791, 1.3997, 2.1907)
O (-0.2371, -2.7810, 1.4720)
H (-0.8825, -3.4709, 1.3179)
H (0.1472, -2.9973, 2.3216)
O (-2.1512, -0.2425, 2.0767)
H (-2.7712, -0.9513, 1.9048)
H (-2.6411, 0.3797, 2.6145)
O (2.4102, -1.0204, 0.6845)
H (3.1238, -0.4498, 0.3992)
H (2.8293, -1.8653, 0.8480)
C (0.7384, 2.8390, 0.0905)
C (0.6830, 2.2015, -1.2980)
O (1.2629, 0.9326, -1.3894)
O (-0.2762, 2.3387, 0.8899)
H (0.5400, 3.8965, -0.0838)
H (1.7344, 2.7718, 0.5281)
H (1.2992, 2.9187, -1.8402)
H (-0.2631, 2.2264, -1.8387)
H (1.4584, 0.9022, -2.3288)
H (-0.9995, 2.9691, 0.8557)
C (-0.7871, -1.8593, -2.1075)
C (-1.9377, -1.1437, -1.3800)
O (-1.6439, 0.1932, -0.9269)
O (0.2827, -2.0645, -1.1828)
H (-0.5628, -1.2544, -2.9861)
H (-1.0326, -2.8524, -2.4836)
H (-2.5554, -1.6152, -0.6156)
H (-2.7501, -0.8877, -2.0601)
H (-2.4637, 0.6715, -1.0709)
H (0.7913, -2.7615, -1.6035)

=====

Among the records above, which one has the highest Kohn-Sham gap?
C4H20O8Sr

=====

What is the DFT total energy in the sixth record?
-615.7593 Ha

=====

Look up the LUMO of the first one.
0.40 eV

=====

Repeat the first record exactly.
C4H19NO6 | ωB97M-V/def2-TZVPD

Values from the calculation:
SMILES: CC[C@H](N)C=O.O.O.O.O.O
total charge: 0
LUMO: 0.40 eV
multiplicity: 1
Kohn-Sham gap: 10.330 eV
DFT total energy: -670.0252 Ha
energy above the lowest of the compared OMol25 structures with the same formula, charge and spin: 2.25 kcal/mol

Positions of all 30 atoms, in Å:
C (-1.1580, 1.2169, 2.0630)
C (-0.0294, 0.3961, 1.4392)
C (1.3491, 0.8647, 1.8808)
N (1.7400, 2.1950, 1.4282)
C (2.4476, -0.0940, 1.4323)
O (2.2523, -1.2288, 1.0842)
H (-1.1341, 1.1413, 3.1515)
H (-1.1269, 2.2718, 1.7847)
H (-2.1198, 0.8331, 1.7195)
H (-0.1869, -0.6499, 1.7067)
H (-0.1045, 0.4448, 0.3480)
H (1.4163, 0.8531, 2.9749)
H (1.2952, 2.9263, 1.9650)
H (1.4952, 2.3470, 0.4573)
H (3.4624, 0.3404, 1.4457)
O (1.1974, -1.6790, -2.8979)
H (0.8614, -0.7548, -2.9259)
H (0.8964, -2.1023, -3.7041)
O (0.1281, 0.8354, -2.9050)
H (0.4884, 1.3459, -2.1759)
H (-0.8331, 0.7321, -2.6863)
O (-2.3913, 0.3818, -1.9942)
H (-2.3116, -0.3687, -1.3547)
H (-2.9949, 1.0057, -1.5879)
O (0.2395, -2.5584, -0.4767)
H (0.6347, -2.3102, -1.3516)
H (0.8656, -2.2030, 0.1605)
O (-2.2791, -1.6980, -0.2595)
H (-2.7723, -2.5097, -0.4557)
H (-1.3277, -1.9745, -0.2662)